# 1
The following is a DFT calculation (ωB97M-V/def2-TZVPD) of a molecular structure, C39H36AsGeN4O3S4W.

The geometry in XYZ format:
```
89
C39H36AsGeN4O3S4W (ωB97M-V/def2-TZVPD)
W 1.2514 -0.4685 0.1267
N 2.6602 -1.4335 0.9799
N 2.4223 1.1450 0.5536
C 1.8697 1.3887 -0.5747
N 1.7566 2.3986 -1.3886
S -0.9063 0.1963 -1.2486
H 3.5869 -1.0532 1.1189
H 2.6669 -2.4498 0.9982
H 2.8631 1.7850 1.2097
H 2.1870 3.2926 -1.1997
H 1.1553 2.3250 -2.1941
S -1.2211 3.9382 1.5431
C -0.7022 2.4512 1.4753
N -0.2609 1.3547 1.3596
O 1.6780 -1.3914 -1.6088
S 1.3768 -2.9568 -1.4774
O 2.5662 -3.6067 -1.0103
O 0.7842 -3.3939 -2.6973
S 0.0713 -2.6810 0.0879
C -2.5783 -4.1400 -4.5066
C -1.6663 -3.5427 -5.3637
C -1.1368 -2.2977 -5.0597
C -1.5383 -1.6526 -3.8967
C -2.4356 -2.2573 -3.0218
C -2.9620 -3.4999 -3.3372
As -0.8206 0.0459 -3.4030
C -2.0835 1.4099 -3.8801
C -3.4062 1.2346 -3.4832
C -4.3401 2.2246 -3.7408
C -3.9566 3.3945 -4.3834
C -2.6359 3.5781 -4.7612
C -1.6955 2.5873 -4.5089
C 0.6871 0.3816 -4.5404
C 2.0229 0.3886 -4.1580
C 3.0126 0.5938 -5.1112
C 2.6755 0.7758 -6.4420
C 1.3428 0.7593 -6.8286
C 0.3475 0.5647 -5.8854
H -2.9794 -5.1166 -4.7430
H -1.3489 -4.0536 -6.2626
H -0.3990 -1.8633 -5.7189
H -2.7007 -1.7816 -2.0863
H -3.6552 -3.9766 -2.6571
H -3.7196 0.3303 -2.9759
H -5.3686 2.0827 -3.4372
H -4.6896 4.1630 -4.5892
H -2.3316 4.4909 -5.2560
H -0.6692 2.7483 -4.8120
H 2.3050 0.2029 -3.1382
H 4.0513 0.5937 -4.8087
H 3.4508 0.9199 -7.1827
H 1.0732 0.8980 -7.8670
H -0.6871 0.5621 -6.2053
C -0.1362 -0.0347 1.7187
Ge 0.3157 -0.0138 3.6910
C 0.7951 -1.7055 4.4818
C 0.8965 -1.7170 5.8748
C 1.2105 -2.8860 6.5508
C 1.4243 -4.0608 5.8425
C 1.3198 -4.0652 4.4602
C 1.0050 -2.8923 3.7844
C 1.7823 1.2446 3.8620
C 3.0736 0.7310 3.6949
C 4.1951 1.5387 3.8161
C 4.0457 2.8845 4.1301
C 2.7772 3.4074 4.3240
C 1.6568 2.5936 4.1927
C -1.4336 0.4936 4.3577
C -1.8131 1.7285 4.8806
C -3.1347 1.9807 5.2276
C -4.0998 1.0024 5.0530
C -3.7394 -0.2389 4.5465
C -2.4196 -0.4868 4.2043
H -1.1229 -0.4959 1.6462
H 0.7262 -0.8102 6.4465
H 1.2827 -2.8821 7.6305
H 1.6636 -4.9745 6.3707
H 1.4788 -4.9811 3.9056
H 0.9038 -2.9250 2.7083
H 3.2044 -0.3272 3.5018
H 5.1849 1.1164 3.6932
H 4.9172 3.5162 4.2432
H 2.6545 4.4503 4.5854
H 0.6830 3.0417 4.3288
H -1.0889 2.5147 5.0397
H -3.4071 2.9451 5.6360
H -5.1305 1.2043 5.3138
H -4.4851 -1.0136 4.4247
H -2.1553 -1.4723 3.8306
```

## Properties
E_tot ... -7924.844917 hartree
Total charge ... +1
Energy relative to the best compared isomer or geometry (same formula, charge and spin) ... 15.1 kcal per mole
E_HOMO ... -11.06 eV
HOMO-LUMO gap ... 6.930 eV

# 2
The following is a DFT calculation (ωB97M-V/def2-TZVPD) of 3 unconnected molecules or ions with the total composition C39H36BrF9N2O13S5.

The geometry in XYZ format:
```
105
C39H36BrF9N2O13S5 (ωB97M-V/def2-TZVPD)
C 1.1174 -1.6842 5.5964
C 2.1098 -2.8600 5.0869
Br 3.7378 -2.1023 4.1710
C 1.3570 -3.9571 4.1966
C 0.8817 -3.2830 2.7840
C -0.6686 -3.6643 2.6148
C -1.3889 -2.9388 1.3407
S -1.2370 -1.0903 1.6883
S -3.1448 -3.5353 1.2834
O -3.7995 -3.4330 -0.0798
O -3.0932 -5.0272 1.5943
C -4.2701 -2.7871 2.5717
F -5.3853 -3.6851 2.6756
F -3.6606 -2.8278 3.8784
C -4.8935 -1.3500 2.2064
F -6.3010 -1.5266 1.9619
F -4.3759 -0.7594 1.0282
C -4.7949 -0.2445 3.3683
F -5.2264 0.9891 2.7654
F -3.4454 0.0209 3.7864
C -5.7696 -0.4835 4.6221
F -5.2348 0.0906 5.8113
F -6.1877 -1.8115 4.8058
F -6.9580 0.2741 4.3567
C -0.5435 -3.2789 -0.0185
N -0.7251 -4.7442 -0.3459
C -1.0565 -2.4506 -1.3011
C 0.0913 -1.8989 -2.2762
C -0.6877 -1.3406 -3.6031
S 0.1429 0.1598 -4.3109
C -0.9984 1.6319 -4.1054
S -2.3698 1.6544 -5.1008
N -0.6818 2.7081 -3.1522
C 0.5801 2.4406 -2.4037
C 0.5738 1.9326 -0.9142
C 1.8903 1.6599 -0.1127
C 3.2724 1.8663 -0.7786
C 3.2808 2.3940 -2.2424
C 1.9856 2.6968 -3.0645
C -1.8029 3.0157 -2.2384
C -2.7594 1.9555 -1.6039
C -3.8923 2.3672 -0.6093
C -4.0360 3.8891 -0.2911
C -3.1371 5.0007 -0.9195
C -2.0179 4.5290 -1.8913
S 1.3013 -3.1004 0.3062
O 2.1301 -3.8050 -0.7563
O 1.7397 -1.6721 0.4461
O 1.7306 -3.8756 1.7624
H 0.0908 -1.6985 5.0977
H 1.6108 -0.6810 5.3009
H 1.0484 -1.6680 6.7448
H 2.4703 -3.4075 6.0389
H 1.9757 -4.9079 4.0054
H 0.4094 -4.2717 4.7524
H 1.1020 -2.1692 2.8916
H -1.1808 -3.3715 3.6101
H -0.7080 -4.8176 2.5272
H -1.0264 -0.9439 3.0527
H -0.1195 -4.9301 -1.1754
H -1.6808 -4.9232 -0.6877
H -1.7087 -3.1681 -1.9322
H -1.7525 -1.5674 -1.0453
H 0.7161 -1.0413 -1.8258
H 0.7498 -2.7590 -2.6693
H -1.7726 -1.0318 -3.3615
H -0.6922 -2.2141 -4.3617
H -0.4046 1.7428 -0.3352
H 1.8757 1.3020 0.9828
H 4.2055 1.6259 -0.1658
H 4.3052 2.5549 -2.7275
H 2.0772 3.0954 -4.1324
H -2.5561 0.8627 -1.9118
H -4.5636 1.5580 -0.1426
H -4.8834 4.1673 0.4327
H -3.2431 6.1128 -0.7125
H -1.3228 5.3047 -2.3830
C -1.6404 9.3078 -6.3043
C -0.8603 8.6163 -5.4710
C -1.2256 7.2410 -5.0260
O -0.4794 6.6311 -4.2787
C -2.4882 6.6738 -5.5098
C -3.2703 7.3668 -6.3407
C -2.8916 8.7310 -6.8072
O -3.6213 9.3275 -7.5805
O -4.4464 6.8545 -6.7961
O 0.3032 9.1394 -4.9935
H -1.3860 10.3054 -6.6366
H -2.7501 5.6817 -5.1652
H -4.8215 7.5439 -7.3787
H 0.6812 8.4474 -4.4160
C 9.1935 -4.2129 1.7094
C 8.8169 -2.9872 2.0796
C 7.4902 -2.7403 2.7137
O 7.1868 -1.6097 3.0565
C 6.5918 -3.8843 2.8962
C 6.9669 -5.1096 2.5229
C 8.3039 -5.3609 1.9142
O 8.6202 -6.4963 1.6020
O 6.1417 -6.1812 2.6841
O 9.6308 -1.9109 1.8937
H 10.1539 -4.4060 1.2504
H 5.6250 -3.6880 3.3413
H 6.6413 -6.9475 2.3399
H 9.1333 -1.1460 2.2435
```

## Properties
E_tot ... -8058.508575 hartree
Total charge ... 0
SMILES ... C[C@H](Br)C[C@@H]1C[C@](S)(S(=O)(=O)C(F)(F)C(F)(F)C(F)(F)C(F)(F)F)[C@@](N)(CCCSC(=S)N(c2ccccc2)c2ccccc2)S(=O)(=O)O1.O=C1C=C(O)C(=O)C=C1O.O=C1C=C(O)C(=O)C=C1O
E_HOMO ... -7.93 eV
HOMO-LUMO gap ... 6.377 eV

# 3
The following is a DFT calculation (ωB97M-V/def2-TZVPD) of a molecular structure, C39H36N4O7S2Ti.

The geometry in XYZ format:
```
89
C39H36N4O7S2Ti (ωB97M-V/def2-TZVPD)
Ti 10.7298 14.0649 7.4468
C 11.2812 19.6203 9.1979
S 9.9267 18.7118 8.4136
C 10.5314 17.0240 7.8902
S 9.7947 16.2133 6.6341
N 11.7549 16.8111 8.4162
N 12.2157 15.7461 7.8552
C 13.4957 15.3414 7.7864
C 13.7052 14.0422 7.6787
C 15.0451 13.3909 7.7317
C 15.0856 11.9139 7.8085
C 13.8255 11.2411 8.2943
C 12.5840 11.9514 8.1007
N 12.4994 13.3490 7.6931
H 11.3656 19.2249 10.3961
H 15.4520 6.1694 16.3507
H 12.2452 19.7370 8.7642
H 14.2034 16.1389 7.9868
H 15.9407 13.9204 7.9844
H 15.8370 11.0847 7.5818
H 13.8085 10.2605 8.6950
H 11.7948 11.4260 8.0421
C 6.7804 13.4452 12.1324
C 7.3691 12.1128 11.5131
C 6.8580 10.8766 12.2469
O 7.0455 12.0057 10.1104
C 8.0026 12.8155 9.4043
C 9.3286 12.4700 10.2772
O 8.8084 12.0994 11.5506
C 10.1531 13.7172 10.5412
O 10.7141 14.1663 9.2773
C 9.3197 14.7687 11.2708
C 8.7273 15.8454 10.4317
C 8.1251 17.0448 10.9957
C 8.2990 17.2681 12.2695
C 8.7573 16.2524 13.1953
C 9.2303 14.9563 12.6607
C 11.5152 13.3282 11.2913
C 11.7177 12.1785 12.1224
C 12.9137 11.6364 12.4923
C 14.1606 12.4445 12.2419
C 13.8374 13.7752 11.7146
C 12.6924 14.1669 11.2270
C 8.1814 12.1121 8.0610
O 9.2252 13.1331 7.5092
C 8.8055 10.6018 7.9674
C 8.0914 9.5215 8.6173
C 8.8442 8.2898 8.5090
C 9.9903 8.1000 7.8582
C 10.5619 9.1255 7.1631
C 9.7510 10.2264 7.0029
C 7.0790 12.2069 7.1370
C 7.3987 12.3864 5.8027
C 6.4359 12.4584 4.8966
C 5.0438 12.2534 5.3073
C 4.7110 11.9717 6.6138
C 5.7698 12.1313 7.6382
H 5.7122 13.1760 12.2149
H 6.9111 14.4234 11.5649
H 7.1612 13.7576 13.0197
H 7.2832 9.9880 11.6183
H 5.7569 10.6974 12.1945
H 7.3664 10.9045 13.2210
H 8.0775 13.9308 9.1602
H 10.3000 11.5978 10.1134
H 9.2202 16.0424 9.3409
H 7.4345 17.3833 10.2913
H 7.7253 18.0544 12.8439
H 8.7511 15.8312 14.2575
H 9.8268 14.5062 13.3029
H 10.9366 11.5604 12.4219
H 13.0326 10.6787 13.0588
H 15.0496 12.2166 12.7988
H 14.7231 14.2741 11.7160
H 12.5974 15.3184 10.9106
H 7.9391 9.6293 9.6253
H 8.3453 7.3909 8.8025
H 10.8267 7.3317 7.8042
H 11.4462 8.7277 6.4517
H 10.1163 11.2020 6.3096
H 8.4826 12.4179 5.5314
H 6.4907 12.2232 3.7996
H 4.3461 11.7730 4.5724
H 3.7280 11.5957 7.1019
H 5.3785 12.1189 8.8137
O 11.8972 14.2261 3.7489
N 11.6361 13.2454 4.3164
O 11.9843 12.0587 4.1886
O 10.8009 13.3616 5.4383
```

## Properties
E_tot ... -3898.542300 hartree
Spin multiplicity ... 3
Total charge ... -2
E_HOMO (spin up / spin down) ... 1.48 / 1.48 eV
HOMO-LUMO gap (spin up / spin down) ... 2.147 / 1.034 eV
<S²> ... 2.068

# 4
The following is a DFT calculation (ωB97M-V/def2-TZVPD) of a molecular structure, C39H37FN6O5Re.

The geometry in XYZ format:
```
89
C39H37FN6O5Re (ωB97M-V/def2-TZVPD)
Re -0.1147 0.0917 -0.1216
C -0.9805 -4.2274 0.5776
O -1.0244 -3.4246 1.8034
C -0.7647 -2.2108 1.4852
N -0.4716 -1.9504 0.2319
C -0.4867 -3.2358 -0.5112
C -1.3403 -3.3023 -1.7563
C -1.2831 -4.4925 -2.4837
C -2.0492 -4.6520 -3.6246
C -2.8752 -3.6202 -4.0542
C -2.9294 -2.4336 -3.3378
C -2.1811 -2.2850 -2.1794
C -0.7912 -1.1170 2.4674
C -1.0839 -1.1938 3.8163
C -1.0745 -0.0138 4.5600
C -0.8165 1.2057 3.9333
C -0.5563 1.1953 2.5753
N -0.5150 0.0533 1.8691
C -0.4421 2.3439 1.6667
N -0.3373 2.1191 0.3802
C -0.5670 3.4107 -0.3204
C -0.5131 4.4153 0.8589
O -0.5584 3.5641 2.0547
C 0.3866 3.7349 -1.4396
C 1.6707 3.2043 -1.4769
C 2.5338 3.5507 -2.5054
C 2.1263 4.4446 -3.4850
C 0.8509 4.9937 -3.4353
C -0.0227 4.6312 -2.4223
H -1.9901 -4.5871 0.3869
H -0.3237 -5.0773 0.7402
H 0.5502 -3.4470 -0.7894
H -0.6354 -5.2979 -2.1518
H -2.0045 -5.5814 -4.1753
H -3.4929 -3.7471 -4.9324
H -3.5562 -1.6253 -3.6889
H -2.2894 -1.3753 -1.5959
H -1.3253 -2.1496 4.2642
H -1.2853 -0.0423 5.6219
H -0.8236 2.1447 4.4721
H -1.5795 3.3617 -0.7323
H -1.3583 5.0965 0.8926
H 0.4141 4.9851 0.8860
H 2.0012 2.5511 -0.6791
H 3.5364 3.1389 -2.5309
H 2.7981 4.7248 -4.2851
H 0.5333 5.7015 -4.1887
H -1.0257 5.0426 -2.4017
C 5.7865 1.3378 -4.6975
C 5.6374 -0.1063 -4.2273
N 4.7307 -0.1803 -3.0611
C 3.4424 -0.3854 -3.2947
C 2.4481 -0.2847 -2.3417
C 1.0439 -0.5157 -2.8416
O 0.8543 -1.0860 -3.8733
O 0.0897 -0.0091 -2.0696
C 2.7846 0.0315 -1.0204
O 1.9521 0.1458 -0.0044
C 4.1830 0.2252 -0.7510
C 4.6303 0.5545 0.5410
C 5.9535 0.7231 0.8083
F 6.2935 1.0074 2.0697
C 6.9655 0.5560 -0.1816
C 6.5074 0.2682 -1.4657
C 5.1537 0.1028 -1.7732
N 8.3153 0.6623 0.0858
C 9.2986 -0.2016 -0.5600
C 10.4548 0.6282 -1.1307
N 10.7317 1.7960 -0.2223
C 10.3628 1.4783 1.1899
C 8.8446 1.3128 1.2982
H 6.4805 1.3856 -5.5352
H 6.1604 1.9842 -3.9019
H 4.8264 1.7229 -5.0433
H 6.5964 -0.5531 -3.9833
H 5.1995 -0.7051 -5.0225
H 3.1488 -0.6501 -4.3036
H 3.9206 0.6460 1.3505
H 7.2371 0.1709 -2.2551
H 8.8497 -0.7905 -1.3543
H 9.6760 -0.9133 0.1802
H 10.2284 1.0124 -2.1230
H 11.3496 0.0121 -1.2022
H 10.1869 2.6048 -0.5263
H 11.7145 2.0707 -0.2871
H 10.6918 2.2771 1.8512
H 10.8947 0.5737 1.4767
H 8.3690 2.2874 1.4110
H 8.6469 0.7403 2.2054
```

## Properties
E_tot ... -2389.943719 hartree
Spin multiplicity ... 4
Total charge ... +4
E_HOMO (spin up / spin down) ... -17.25 / -17.25 eV
HOMO-LUMO gap (spin up / spin down) ... 4.769 / 4.727 eV
<S²> ... 3.773